Molecular formula: C38H76Br4O14
Method: DFT, wB97M-V/def2-TZVPD

Geometry (Å):
Br1 -3.177 -21.699 -17.610
Br2 1.352 -21.441 -7.387
Br3 1.021 -22.140 -15.792
Br4 -0.194 -23.833 -10.963
O1 6.152 -14.692 -11.926
O2 -4.882 -23.584 -13.785
O3 -5.643 -17.838 -15.082
O4 0.055 -16.648 -18.069
O5 -4.339 -21.431 -13.303
O6 7.049 -16.024 -10.355
O7 4.644 -18.236 -7.090
O8 0.474 -13.818 -13.820
O9 0.156 -18.655 -9.428
O10 3.766 -21.709 -11.497
O11 -1.694 -18.019 -18.342
O12 -2.813 -15.891 -11.579
O13 0.399 -19.056 -13.988
O14 6.446 -18.371 -5.773
C1 -1.739 -22.227 -16.410
C2 -3.841 -16.473 -11.203
C3 4.548 -21.328 -12.322
C4 1.034 -17.364 -7.638
C5 -0.243 -15.917 -14.572
C6 1.079 -20.342 -12.114
C7 4.903 -15.392 -11.942
C8 -5.187 -15.781 -11.190
C9 -1.136 -16.985 -18.545
C10 5.259 -18.459 -5.934
C11 1.042 -16.571 -10.067
C12 -0.446 -14.495 -14.132
C13 0.064 -19.584 -12.927
C14 -3.682 -23.217 -11.803
C15 -1.338 -19.520 -12.386
C16 0.962 -21.917 -9.228
C17 -3.805 -17.893 -10.684
C18 -1.788 -15.841 -19.267
C19 4.531 -18.098 -9.481
C20 -4.275 -22.626 -13.068
C21 -5.692 -23.340 -14.930
C22 8.439 -14.459 -11.514
C23 4.193 -21.340 -13.759
C24 -5.302 -24.365 -15.970
C25 0.053 -23.106 -9.169
C26 7.148 -15.152 -11.183
C27 -0.479 -21.571 -16.891
C28 1.594 -18.572 -18.102
C29 4.805 -16.304 -13.158
C30 -3.313 -18.067 -15.380
C31 -1.866 -13.986 -13.964
C32 5.898 -20.821 -11.918
C33 5.404 -18.013 -8.257
C34 -4.934 -18.190 -17.301
C35 0.668 -17.648 -9.067
C36 4.274 -18.657 -4.829
C37 -4.727 -17.998 -15.848
C38 0.778 -17.595 -17.267
H1 0.853 -19.078 -18.735
H2 -0.909 -22.818 -8.766
H3 -5.710 -22.311 -15.284
H4 -1.682 -23.310 -16.429
H5 1.314 -17.010 -11.021
H6 5.977 -17.079 -8.194
H7 -2.648 -17.518 -16.049
H8 -1.987 -21.936 -15.392
H9 -0.313 -21.841 -17.929
H10 -4.356 -18.525 -11.391
H11 -5.487 -15.374 -12.143
H12 -2.001 -13.765 -12.909
H13 1.909 -20.637 -12.739
H14 -2.018 -20.178 -12.920
H15 -1.260 -15.553 -20.184
H16 8.795 -14.767 -12.498
H17 9.192 -14.723 -10.781
H18 -4.459 -24.067 -16.590
H19 -6.138 -24.586 -16.636
H20 2.051 -19.333 -17.475
H21 4.977 -21.782 -14.386
H22 -1.328 -19.817 -11.341
H23 5.061 -18.089 -10.427
H24 4.096 -20.330 -14.170
H25 -2.991 -19.110 -15.374
H26 -5.213 -15.098 -10.340
H27 -6.718 -23.558 -14.616
H28 -4.250 -17.548 -17.862
H29 0.446 -16.488 -7.334
H30 -0.782 -16.119 -15.494
H31 3.833 -17.254 -9.442
H32 1.895 -22.094 -9.755
H33 -5.946 -17.913 -17.596
H34 1.868 -15.974 -9.675
H35 -5.942 -16.548 -10.963
H36 3.906 -16.927 -13.114
H37 3.464 -19.346 -5.043
H38 -1.626 -18.480 -12.492
H39 0.150 -18.129 -16.548
H40 -0.536 -20.490 -16.812
H41 -4.723 -19.203 -17.622
H42 -2.576 -14.759 -14.253
H43 6.277 -20.054 -12.593
H44 5.649 -16.994 -13.262
H45 0.712 -18.155 -6.961
H46 -1.832 -14.926 -18.680
H47 -2.771 -16.158 -19.604
H48 4.747 -15.938 -11.012
H49 -4.339 -22.882 -10.995
H50 0.489 -21.069 -9.714
H51 1.471 -17.033 -16.638
H52 -2.788 -18.243 -10.599
H53 2.318 -18.072 -18.740
H54 0.816 -16.035 -14.792
H55 0.615 -21.274 -11.776
H56 4.777 -15.720 -14.081
H57 3.941 -19.021 -9.466
H58 6.558 -21.701 -11.962
H59 -1.992 -13.107 -14.592
H60 -3.214 -17.619 -14.397
H61 2.105 -17.202 -7.559
H62 -0.498 -16.584 -13.752
H63 5.950 -20.482 -10.889
H64 4.754 -18.845 -3.878
H65 -4.334 -17.955 -9.730
H66 6.266 -18.697 -8.339
H67 -3.710 -24.302 -11.823
H68 -5.065 -25.302 -15.463
H69 1.408 -19.753 -11.257
H70 0.523 -23.878 -8.575
H71 3.259 -21.859 -13.955
H72 -2.689 -22.848 -11.565
H73 4.113 -14.646 -12.010
H74 0.195 -15.886 -10.159
H75 8.291 -13.380 -11.528
H76 3.826 -17.658 -4.705

Forces on the atoms, in the same order (eV/Å):
0.0 0.0 0.1
0.1 0.2 0.0
-0.1 -0.1 -0.1
0.0 -0.1 0.1
-0.5 0.3 -0.6
0.7 0.1 0.4
-0.5 0.3 0.4
0.8 0.1 0.3
0.4 -1.2 -0.2
-0.2 -0.1 -0.1
-1.0 -0.3 -0.4
1.9 1.5 0.4
-1.2 -2.0 -0.6
-0.7 -0.5 0.9
-0.2 -1.3 0.2
-1.7 -1.1 0.6
-0.7 -0.4 1.0
0.3 -0.2 -0.2
0.0 -0.1 0.4
1.7 1.0 -0.5
0.3 0.6 0.2
-0.9 -0.1 0.4
0.6 0.4 -0.4
-0.4 -0.4 -0.5
-0.5 -0.4 0.0
-0.4 -1.4 0.6
-0.3 1.2 0.1
0.4 0.2 0.5
0.1 0.3 0.6
-1.7 -1.1 0.1
0.9 0.1 -1.1
-0.4 0.2 -0.1
0.6 0.2 0.0
0.0 0.4 -0.3
-0.3 0.3 -0.3
0.0 0.3 -1.0
-1.0 0.0 0.5
-0.7 1.0 0.3
-0.9 -0.2 -0.3
0.0 0.2 0.1
0.2 0.0 -1.4
0.0 -0.3 -0.3
0.4 0.0 -0.1
0.6 -0.3 0.4
-0.1 0.2 -0.2
-1.4 -0.1 -0.4
0.2 -0.2 -0.2
0.5 0.4 0.1
0.2 -0.6 -0.4
0.6 -0.3 -0.2
2.4 0.1 -0.8
-0.4 0.6 -1.1
1.4 1.6 0.2
-0.5 1.0 0.3
0.2 -0.3 0.2
1.0 -0.5 0.7
0.4 -0.1 -0.2
-0.2 -0.2 0.0
0.6 0.1 0.2
0.0 -0.1 -0.2
-0.2 0.0 -0.2
-0.7 0.3 0.0
0.0 -0.2 -0.1
-0.2 0.2 -0.1
0.4 -0.1 0.0
0.1 0.0 0.0
0.3 0.6 -0.1
-0.1 0.2 0.0
0.2 0.3 0.0
-0.1 0.0 -0.3
0.3 -0.2 0.2
-0.1 0.0 0.0
0.0 0.0 0.1
0.1 0.0 0.1
0.0 0.2 0.0
0.2 0.1 0.1
0.0 -0.1 0.2
-0.1 0.1 0.1
0.4 0.2 0.1
0.0 0.1 0.3
0.1 0.0 0.1
0.1 0.4 -0.3
0.1 0.1 0.1
0.1 -0.1 0.0
0.5 0.2 0.0
-0.4 -0.3 0.2
0.0 -0.2 -0.3
0.2 -0.2 0.2
-0.1 -0.2 0.2
0.0 0.0 -0.1
0.1 0.2 0.0
0.0 0.2 0.1
0.1 -0.2 -0.1
-0.5 0.1 0.0
-0.3 0.1 -0.4
0.0 0.0 0.0
0.1 -0.2 0.1
-0.2 0.1 0.0
0.1 -0.1 0.0
0.0 0.1 0.3
0.2 -0.2 -0.3
-0.1 -0.2 0.3
-0.2 0.1 0.3
0.3 0.1 -0.1
0.0 0.0 0.0
-0.1 0.1 0.4
-0.2 0.4 -0.2
0.2 0.0 0.1
0.1 0.0 0.1
0.1 -0.1 0.2
0.1 0.2 0.1
-0.1 0.0 0.1
0.0 0.1 0.1
0.1 0.3 -0.2
-0.1 0.2 0.1
-0.1 -0.2 0.3
0.1 0.2 0.1
-0.3 -0.2 -0.2
-0.3 0.1 0.1
0.2 -0.4 -0.1
0.1 0.0 0.0
-0.6 -0.4 0.3
0.2 0.0 0.0
0.1 0.0 0.0
0.0 -0.1 0.0
-0.2 -0.3 0.0
0.0 -0.1 0.2
0.0 0.0 -0.3
0.2 0.2 0.0
0.0 -0.1 -0.3
0.0 0.0 -0.1
-0.2 -0.2 -0.1

## Properties
SMILES	CCOC(C)=O.CCOC(C)=O.CCOC(C)=O.CCOC(C)=O.CC(C)=O.CC(C)=O.CC(C)=O.CC(C)=O.CC(C)=O.CC(C)=O.BrCCBr.BrCCBr
HOMO-LUMO gap	9.550	eV
E_HOMO	-9.135	eV
LUMO energy	0.4	eV